# 1
DFT (the ωB97M-V functional and the def2-TZVPD basis) results for a cluster of 4 separate species, C18H37BO13S4 in total.

Output
Strongest force on any atom: 0.089 Eh/bohr
Energy: -3303.73499 Ha
Total charge: 0
Structure (SMILES): CCSCC1=C(B(O)CC)C(=O)OC1=O.CCOS(C)(=O)=O.CCOS(C)(=O)=O.CCOS(C)(=O)=O
HOMO level: -8.511 eV

Atoms and positions in Å:
1 C 2.14396 -2.14804 0.52973
2 C 0.91463 -2.23418 1.48175
3 S -0.65538 -1.56059 0.76672
4 C -1.82851 -1.23201 2.19165
5 C -2.99211 -0.56863 1.51797
6 C -4.24448 -1.00576 1.25198
7 B -4.91624 -2.34761 1.75562
8 O -4.58656 -2.75996 3.06804
9 C -6.06087 -3.17068 1.03272
10 C -7.22446 -2.23077 0.51176
11 C -4.80116 0.06878 0.26648
12 O -5.13741 -0.11243 -0.82603
13 O -4.41524 1.25427 0.86288
14 C -3.04926 0.93934 1.12899
15 O -2.30419 1.80252 1.34303
16 H 1.91198 -1.95427 -0.53294
17 H 2.84111 -1.37732 0.91177
18 H 2.75215 -3.07522 0.53683
19 H 1.08769 -1.62223 2.38610
20 H 0.69377 -3.28190 1.74464
21 H -2.03392 -2.23272 2.59265
22 H -1.29443 -0.53248 2.85047
23 H -5.42589 -2.78902 3.55327
24 H -5.64976 -3.78685 0.21372
25 H -6.55664 -3.82792 1.77956
26 H -6.97497 -1.78394 -0.46384
27 H -8.11943 -2.86825 0.35814
28 H -7.51197 -1.46894 1.25945
29 C 4.03582 0.91824 4.36588
30 C 5.40194 0.54762 4.91081
31 O 5.41506 -0.77714 5.46508
32 S 5.50880 -2.01515 4.45543
33 C 5.90438 -3.24606 5.65573
34 O 6.63631 -1.83080 3.59363
35 O 4.20233 -2.28618 3.93440
36 H 3.78894 0.32205 3.48655
37 H 4.01175 1.97057 4.07951
38 H 3.26036 0.73401 5.11088
39 H 6.17392 0.65024 4.14528
40 H 5.66315 1.22371 5.72475
41 H 6.86869 -3.00798 6.09808
42 H 5.95142 -4.20465 5.14245
43 H 5.12253 -3.26396 6.41163
44 C 2.48707 2.53988 -0.76371
45 C 2.80116 2.82294 -2.21307
46 O 4.18898 2.60221 -2.48869
47 S 4.68496 1.09130 -2.68797
48 C 6.26154 1.48331 -3.37648
49 O 3.88227 0.46348 -3.69330
50 O 4.88298 0.48706 -1.40376
51 H 2.58957 1.47584 -0.54681
52 H 1.46404 2.83705 -0.52832
53 H 3.17274 3.07398 -0.10378
54 H 2.17477 2.22762 -2.88080
55 H 2.59799 3.87093 -2.43354
56 H 6.11321 1.99678 -4.32337
57 H 6.79497 0.54782 -3.53443
58 H 6.80551 2.11049 -2.67392
59 C -3.25937 1.43690 -6.99109
60 C -3.38133 2.71500 -6.18329
61 O -4.16152 2.52330 -4.99572
62 S -3.45947 1.82320 -3.73465
63 C -4.68501 2.23926 -2.53874
64 O -2.24842 2.52763 -3.43204
65 O -3.46627 0.40650 -3.93303
66 H -2.65834 0.69530 -6.46402
67 H -2.78460 1.63697 -7.95297
68 H -4.24148 0.99463 -7.16379
69 H -2.39826 3.12090 -5.93462
70 H -3.90126 3.46897 -6.77455
71 H -4.72092 3.32189 -2.43635
72 H -4.39895 1.78474 -1.60058
73 H -5.64440 1.84644 -2.86581

Atomic forces in eV per Å
C 0.3540 0.0966 0.1723
C -0.3867 -0.0154 0.3930
S 0.2459 0.1732 -0.6543
C 1.1125 -0.0477 -1.1425
C -1.3709 0.9223 -0.2255
C 0.5533 -0.6905 -0.5679
B -0.2919 -0.6254 0.5661
O -0.3009 1.2458 -0.7656
C -0.8830 1.0038 0.1955
C 0.0393 -0.9916 -0.3168
C 1.7332 -1.8046 3.8272
O -1.7722 -0.0042 -2.2093
O 0.6438 0.1389 -1.7115
C -1.1116 -1.4141 2.1416
O 1.7832 1.3548 -0.0690
H -0.1062 0.0918 0.5686
H -0.4833 -0.1769 -0.4660
H -0.6174 0.3084 0.1665
H 0.1102 -0.5967 -0.2909
H 0.2518 0.4962 0.1179
H -0.3775 0.7414 0.3476
H -0.4323 -0.3887 0.1218
H 0.3677 -0.6720 0.0272
H -0.2640 0.1946 0.2753
H 0.6361 0.0123 -0.4236
H -0.1102 0.0721 0.5850
H 0.4023 0.4387 0.0191
H 0.2694 -0.1795 -0.4163
C -0.1314 -0.2291 -0.1678
C -0.2081 0.7387 -0.3342
O 0.1504 -0.3918 -0.0119
S 0.0262 -0.0619 0.6835
C 0.0027 0.0289 0.1374
O -0.2561 0.1039 -0.2066
O 0.2056 0.0678 -0.2498
H 0.0286 0.0408 0.0058
H 0.0627 -0.0092 0.0575
H 0.0595 0.0771 0.0364
H 0.0086 -0.2074 0.0279
H 0.0689 -0.2797 0.1465
H -0.0304 0.0236 -0.0340
H -0.0308 0.0783 -0.0869
H 0.0029 0.0186 -0.0447
C -0.0484 -0.2866 0.2709
C -0.8300 0.1359 0.3181
O 0.4830 -0.3271 -0.3228
S 0.4113 0.6364 -0.0522
C 0.0583 0.0920 -0.0264
O -0.1378 -0.1249 0.2803
O -0.2313 -0.1139 -0.2475
H -0.0496 0.0330 0.0153
H 0.0163 0.0200 -0.0605
H -0.0376 0.0709 -0.0683
H 0.1722 -0.0786 -0.0346
H 0.3184 -0.0183 -0.1422
H -0.0337 -0.0158 0.0383
H -0.0977 -0.0313 0.0508
H -0.0427 -0.0297 0.0061
C 0.0835 -0.2410 0.1540
C 0.3547 -0.0874 -0.6847
O -0.0117 0.0340 0.3684
S -0.6943 0.3214 0.0872
C -0.0185 0.3890 -0.2620
O 0.1292 -0.2493 -0.1749
O 0.3238 0.0605 0.0105
H -0.0051 0.0346 -0.0191
H -0.0381 0.0768 0.0232
H 0.0041 0.0860 -0.0452
H -0.0629 -0.0452 0.1843
H -0.1617 0.0302 0.2637
H 0.0429 -0.0223 -0.0819
H 0.0902 0.0284 -0.0904
H 0.0593 -0.0599 0.0170

# 2
DFT (the ωB97M-V functional and the def2-TZVPD basis) results for the molecule C3H5P.

Output
Strongest force on any atom: 0.087 Eh/bohr
Energy: -458.55289 Ha
Energy relative to the best compared isomer or geometry (same formula, charge and spin): 18.0 kcal/mol
Total charge: 0
Structure (SMILES): C=CP=C
HOMO level: -9.106 eV

Atoms and positions in Å:
1 C -0.69841 0.14859 -1.93437
2 C -0.63261 0.13605 -0.62902
3 P 1.02080 -0.75871 0.37471
4 C 0.97598 -0.31159 1.97602
5 H -1.41429 0.77483 -2.52575
6 H 0.06431 -0.31905 -2.57705
7 H -1.18356 0.61299 0.19441
8 H 1.61295 -0.72917 2.65835
9 H 0.25483 0.44606 2.46270

Atomic forces in eV per Å
C -0.1221 0.9140 -1.6083
C 2.7199 -0.7812 3.4704
P -1.6270 0.4664 -1.0911
C -3.4012 2.4834 -1.4883
H 0.3043 -0.7665 0.8076
H -0.3257 -0.0121 0.5424
H -0.4165 0.0283 -1.0992
H 1.8767 -1.0357 1.4296
H 0.9916 -1.2966 -0.9631

# 3
DFT (the ωB97M-V functional and the def2-TZVPD basis) results for a structure of composition C28H23AuClN4O2.

Output
Strongest force on any atom: 0.014 Eh/bohr
Energy: -2046.20059 Ha
Energy relative to the best compared isomer or geometry (same formula, charge and spin): 11.1 kcal/mol
Total charge: -1
HOMO level: -2.486 eV

Atoms and positions in Å:
1 Au -1.35868 3.88524 -1.49854
2 C 0.17687 -9.08799 3.70497
3 O 1.22905 -8.21751 3.34849
4 C 0.89212 -7.01668 2.79704
5 C -0.41130 -6.59513 2.56095
6 C -0.63836 -5.35070 1.99394
7 C 0.41544 -4.50753 1.65365
8 C 1.71887 -4.94724 1.89689
9 C 1.95680 -6.18385 2.46068
10 C 0.11618 -3.20662 1.06056
11 N -1.09160 -2.77193 0.79197
12 C -0.92031 -1.52211 0.25297
13 C 0.41586 -1.19618 0.19791
14 N 1.07456 -2.28551 0.71979
15 C 0.91641 0.03076 -0.33649
16 C 2.26743 0.38790 -0.44857
17 C 2.57957 1.58410 -1.04688
18 C 1.55397 2.38911 -1.55453
19 N 0.27417 2.07736 -1.44330
20 C -0.04795 0.93289 -0.82269
21 C -1.48007 0.64908 -0.67504
22 N -2.32792 1.63455 -0.99792
23 C -3.62427 1.40610 -0.92266
24 C -4.15432 0.18228 -0.49847
25 C -3.29810 -0.81992 -0.10568
26 C -1.92089 -0.59082 -0.18069
27 H 0.64975 -9.97409 4.12169
28 H -0.41941 -9.37200 2.83299
29 H -0.47538 -8.63737 4.45858
30 H -1.25682 -7.21959 2.81126
31 H -1.64912 -5.01621 1.80746
32 H 2.57325 -4.33015 1.64785
33 H 2.96521 -6.52576 2.64946
34 H 2.06709 -2.38403 0.82760
35 H 3.04997 -0.26191 -0.07519
36 H 3.60388 1.91623 -1.15286
37 H 1.77808 3.30908 -2.07921
38 H -4.26473 2.23344 -1.20253
39 H -5.22758 0.05203 -0.46360
40 H -3.66230 -1.76949 0.26357
41 Cl 5.33290 5.08713 -1.25907
42 C 3.60255 5.31716 -1.06951
43 C 2.84607 5.81169 -2.12324
44 C 1.48449 5.97851 -1.97044
45 C 0.81360 5.64299 -0.77060
46 C -0.62381 5.74157 -0.64072
47 C 1.63171 5.15802 0.27452
48 C 2.99578 4.99946 0.13532
49 H 3.32803 6.06317 -3.05961
50 H 0.89721 6.34278 -2.80437
51 H -1.06904 6.49796 -1.28334
52 H -0.93162 5.86875 0.39564
53 H 1.16016 4.88031 1.21066
54 H 3.59152 4.62154 0.95725
55 C -3.81857 3.81561 -3.46638
56 O -2.70917 4.56189 -3.22630
57 H -4.36800 4.15016 -4.37573
58 H -4.58401 3.85298 -2.64856
59 H -3.62522 2.72847 -3.63093

Atomic forces in eV per Å
Au -0.2983 0.6605 0.1423
C -0.0271 -0.0440 0.0202
O 0.0248 0.0938 -0.0423
C 0.0783 -0.0199 0.0111
C -0.0136 -0.0488 0.0183
C 0.1024 0.0511 -0.0177
C 0.0123 -0.1885 0.0863
C -0.0789 -0.0189 0.0071
C -0.0194 -0.0268 0.0128
C 0.0024 0.1920 -0.0764
N 0.0222 -0.0931 0.0297
C 0.2520 0.0509 0.0035
C -0.1291 -0.0679 0.0319
N -0.1512 -0.0446 0.0006
C 0.0530 0.1251 -0.1122
C -0.1235 0.0029 0.0109
C 0.0700 0.1473 -0.0802
C 0.0628 -0.1030 0.0140
N 0.2852 -0.1744 -0.0845
C -0.2856 -0.1041 0.1224
C 0.2504 -0.0369 0.0225
N -0.0685 0.0112 -0.1317
C -0.0164 -0.0440 0.0560
C -0.0190 0.0520 -0.0011
C 0.0231 0.0560 -0.0187
C -0.1231 0.0796 -0.0103
H -0.0333 0.0109 -0.0065
H 0.0029 0.0044 0.0188
H 0.0011 -0.0130 -0.0138
H 0.0150 -0.0081 0.0039
H -0.0043 0.0291 -0.0125
H -0.0103 0.0330 -0.0159
H 0.0080 -0.0167 0.0075
H -0.0084 -0.0079 0.0037
H 0.0051 -0.0270 0.0108
H 0.0178 -0.0162 0.0113
H 0.0378 0.0460 0.0478
H -0.0177 -0.0165 -0.0134
H -0.0033 -0.0181 0.0091
H 0.0130 -0.0186 0.0053
Cl 0.0470 -0.0098 -0.0156
C 0.0155 0.0087 -0.0167
C 0.1306 -0.0005 0.0326
C -0.1191 -0.0180 0.0946
C 0.3691 -0.0711 -0.0570
C -0.1363 -0.1879 0.0339
C -0.1493 0.0570 -0.0417
C 0.0883 -0.0140 -0.0303
H 0.0112 0.0000 -0.0095
H -0.0291 0.0080 -0.0151
H -0.0350 0.0175 -0.0276
H -0.1012 -0.0533 0.0076
H -0.0106 -0.0033 0.0049
H 0.0109 -0.0092 -0.0068
C -0.1594 -0.0467 -0.0888
O 0.1698 -0.1524 0.0659
H -0.0015 -0.0092 0.0098
H 0.0023 -0.0052 -0.0212
H -0.0118 0.0007 0.0105